Record 1
Here is a single C5H14N2 molecule from OMol25. Energies are from wB97M-V/def2-TZVPD.

Cartesian coordinates (Å):
N1 0.12 1.80 -1.30
N2 -1.20 0.19 0.35
C1 0.15 -0.46 0.16
C2 1.25 0.88 -1.67
C3 -1.59 0.59 1.69
C4 0.56 -0.51 -1.33
C5 0.34 -1.87 0.86
H1 1.28 0.94 -2.79
H2 1.36 -2.08 0.99
H3 0.01 1.78 -0.31
H4 -0.35 -0.58 -1.91
H5 2.31 0.83 -1.30
H6 -0.06 -2.04 1.89
H7 1.37 -1.26 -1.38
H8 -2.02 1.63 1.95
H9 -0.61 0.60 2.24
H10 -0.20 -2.72 0.19
H11 0.50 2.71 -1.53
H12 -2.24 -0.21 2.36
H13 1.01 0.20 0.63
H14 -1.98 -0.41 0.23

Summary:
Net charge = 0
Relative energy (zero: lowest compared OMol25 entry of this formula, charge and spin) = 69.0 kcal/mol
SMILES string = CN[C@@H](C)CCN
M = 102.181 g mol⁻¹

---

Record 2
Here is 2 unconnected molecules or ions with the total composition C5H7ClN2 from OMol25. Energies are from wB97M-V/def2-TZVPD.

Cartesian coordinates (Å):
Cl1 3.17 -0.10 -0.14
N1 -1.37 -1.32 0.08
N2 -2.66 -1.74 -0.12
C1 -1.48 2.41 0.08
C2 -1.93 1.15 -0.17
C3 -1.10 -0.05 0.07
C4 1.49 -0.43 0.27
C5 0.38 0.30 0.12
H1 -2.73 -2.60 0.15
H2 1.66 -1.59 0.43
H3 0.62 1.38 -0.18
H4 -2.98 0.95 -0.63
H5 -2.04 3.36 -0.15
H6 -3.90 -0.89 -0.13
H7 -0.53 2.29 0.87

Summary:
Net charge = 0
Relative energy (zero: lowest compared OMol25 entry of this formula, charge and spin) = 154.7 kcal/mol
M = 130.578 g mol⁻¹

---

Record 3
Here is 14 unconnected molecules or ions with the total composition H28O14 from OMol25. Energies are from wB97M-V/def2-TZVPD.

Cartesian coordinates (Å):
O1 0.64 -2.84 2.43
O2 -0.19 0.18 -0.23
O3 4.18 -0.77 -1.74
O4 -2.52 -3.27 -0.22
O5 3.01 -3.37 -0.17
O6 4.05 0.25 2.12
O7 1.81 1.83 -0.65
O8 1.23 1.29 -3.49
O9 -0.63 -1.46 -3.57
O10 -5.44 2.40 -0.20
O11 -1.22 -0.33 4.15
O12 -1.26 3.54 -0.18
O13 1.48 3.87 1.30
O14 -4.73 -2.37 -0.64
H1 -0.44 0.71 -0.93
H2 2.17 -2.79 -0.34
H3 1.20 2.18 -3.16
H4 1.93 4.40 1.96
H5 4.34 -0.38 -0.83
H6 -1.73 -0.15 4.94
H7 3.95 0.90 1.31
H8 -4.82 1.89 -0.66
H9 -1.00 -0.32 -0.05
H10 2.34 2.14 0.06
H11 -5.08 3.25 0.04
H12 -0.31 -2.81 2.71
H13 1.05 2.42 -0.60
H14 0.54 4.26 1.53
H15 3.55 -0.29 -2.23
H16 4.70 -0.31 1.70
H17 -4.84 -1.48 -0.33
H18 -2.13 -4.15 -0.18
H19 3.19 -3.86 -0.96
H20 -1.73 -1.04 3.72
H21 -0.87 -2.24 -3.08
H22 1.28 -2.67 3.08
H23 0.23 -1.11 -3.22
H24 -1.13 4.10 0.59
H25 -1.20 2.71 0.21
H26 -1.78 -2.77 -0.36
H27 0.30 1.21 -3.86
H28 -4.11 -2.73 0.01

Summary:
Net charge = 0
Relative energy (zero: lowest compared OMol25 entry of this formula, charge and spin) = 107.7 kcal/mol
M = 252.210 g mol⁻¹

---

Record 4
Here is 2 unconnected molecules or ions with the total composition C5H10OS from OMol25. Energies are from wB97M-V/def2-TZVPD.

Cartesian coordinates (Å):
S1 -0.40 -1.59 0.45
O1 -1.19 -1.61 -1.05
C1 0.48 0.69 -0.68
C2 2.32 -0.62 0.56
C3 1.05 -0.71 -0.27
C4 -3.51 -0.14 1.11
C5 -3.59 0.49 0.13
H1 3.14 -0.19 -0.08
H2 -3.74 -0.85 1.95
H3 -0.41 0.37 -1.31
H4 -2.09 -1.33 -0.80
H5 1.17 1.32 -1.12
H6 2.31 -0.02 1.41
H7 2.71 -1.67 0.83
H8 1.38 -1.40 -1.02
H9 -3.55 1.05 -0.80
H10 -0.01 1.23 0.20

Summary:
Net charge = 0
Relative energy (zero: lowest compared OMol25 entry of this formula, charge and spin) = 87.4 kcal/mol
SMILES string = CC(C)SO.C#C
M = 118.201 g mol⁻¹

---

Record 5
Here is 9 unconnected molecules or ions with the total composition C34H45N4O25S from OMol25. Energies are from wB97M-V/def2-TZVPD.

Cartesian coordinates (Å):
S1 1.01 3.93 -2.57
O1 -4.28 -2.75 -4.53
O2 -5.27 -2.40 -2.53
O3 2.08 -0.39 2.87
O4 1.15 -4.52 0.05
O5 -2.68 2.33 5.10
O6 0.82 3.88 1.17
O7 3.78 0.80 3.78
O8 -9.33 -3.60 8.94
O9 -1.66 0.90 3.67
O10 -2.15 0.23 5.76
O11 3.70 0.49 1.56
O12 1.05 1.22 -2.15
O13 0.67 -0.70 -9.19
O14 1.87 -2.42 -8.35
O15 2.65 -4.54 -1.64
O16 -9.85 -1.50 8.28
O17 -4.17 -3.10 4.26
O18 -6.26 -2.45 4.83
O19 -3.59 -1.06 -3.23
O20 -8.83 -2.93 6.85
O21 1.38 4.90 3.09
O22 0.53 -3.83 -1.99
O23 2.75 5.06 1.30
O24 0.90 -2.61 -10.39
O25 -4.93 -1.04 3.70
N1 0.47 0.35 -4.25
N2 7.35 0.65 -4.45
N3 6.87 1.86 -4.23
N4 0.42 1.71 -4.43
C1 0.96 -0.39 -7.83
C2 -8.92 -4.76 8.22
C3 7.68 2.29 -1.83
C4 0.04 4.44 3.25
C5 -5.04 -2.28 4.27
C6 4.72 4.12 -3.51
C7 3.09 0.24 2.75
C8 -2.21 1.25 4.87
C9 -9.38 -2.58 8.05
C10 -1.02 -0.35 3.86
C11 2.10 -1.30 -7.50
C12 -4.46 -2.10 -3.35
C13 -2.65 -1.17 -4.29
C14 6.97 2.69 -3.12
C15 1.12 -1.97 -9.40
C16 6.30 4.16 -3.18
C17 8.06 0.22 -3.33
C18 -6.23 -0.46 3.71
C19 -0.66 -3.92 -1.21
C20 1.74 4.65 1.81
C21 -6.92 -1.19 4.82
C22 -0.14 -3.93 0.19
C23 3.86 3.29 -2.41
C24 4.72 1.45 1.80
C25 0.80 2.20 -3.14
C26 2.67 4.14 -1.75
C27 0.85 0.02 -2.89
C28 -0.10 3.42 2.16
C29 8.30 0.89 -1.99
C30 5.02 1.26 3.26
C31 -8.19 -4.19 7.04
C32 1.55 -4.32 -1.23
C33 -3.39 -1.97 -5.32
C34 -1.74 -0.93 5.04
H1 7.78 2.95 -0.91
H2 1.23 0.67 -7.73
H3 -1.11 -0.98 2.97
H4 2.57 3.84 -0.65
H5 -7.99 -1.31 4.65
H6 -1.10 -1.56 5.66
H7 3.07 -0.87 -7.74
H8 -8.29 -4.81 6.15
H9 -1.11 3.37 1.76
H10 2.10 -1.61 -6.45
H11 -2.36 -0.18 -4.65
H12 8.55 -0.82 -3.46
H13 -6.77 -0.71 5.80
H14 -2.73 -2.60 -5.91
H15 5.78 0.50 3.44
H16 0.21 2.42 2.49
H17 0.95 -1.07 -2.56
H18 -0.76 -4.53 0.86
H19 4.33 2.45 1.58
H20 3.53 2.31 -2.90
H21 6.42 4.70 -2.17
H22 -3.98 -1.34 -5.99
H23 -8.28 -5.39 8.84
H24 6.89 4.73 -3.99
H25 -6.70 -0.64 2.74
H26 0.04 -0.18 4.06
H27 -1.76 -1.69 -3.92
H28 4.60 3.00 -1.57
H29 6.33 2.24 -5.03
H30 8.89 0.37 -1.17
H31 5.32 2.19 3.75
H32 4.36 5.21 -3.45
H33 5.59 1.26 1.17
H34 -6.18 0.61 3.89
H35 -1.32 -3.08 -1.41
H36 0.07 -0.58 -7.23
H37 -2.63 -1.50 4.75
H38 -0.64 5.29 3.11
H39 -1.18 -4.85 -1.48
H40 -0.02 -2.93 0.61
H41 -0.12 4.02 4.24
H42 2.92 5.25 -1.80
H43 -7.13 -4.01 7.24
H44 4.48 3.77 -4.58
H45 -9.81 -5.33 7.93

Summary:
Total energy = -103958.8054 eV
Net charge = +1
M = 941.804 g mol⁻¹

---

Record 6
Here is 5 unconnected molecules or ions with the total composition C21H34NO12PS from OMol25. Energies are from wB97M-V/def2-TZVPD.

Cartesian coordinates (Å):
S1 -0.15 0.09 -1.12
P1 4.65 -0.30 -3.31
O1 -1.58 -3.41 5.45
O2 -1.41 2.53 -3.03
O3 5.90 0.72 -3.35
O4 -3.17 1.10 -3.26
O5 -1.27 7.61 -2.48
O6 -0.66 -1.40 6.03
O7 3.82 -0.38 -4.86
O8 -0.38 -4.61 0.74
O9 5.33 -1.87 -3.00
O10 -2.98 6.13 -2.12
O11 0.50 -4.40 2.85
O12 3.71 -0.11 1.38
N1 2.22 -2.16 0.95
C1 0.15 7.56 -2.39
C2 3.41 0.31 -1.99
C3 0.45 6.46 -1.40
C4 -2.61 2.32 -3.02
C5 -0.37 -0.18 5.35
C6 -4.59 1.23 -3.28
C7 -0.36 -6.50 2.25
C8 -3.68 3.34 -2.78
C9 -0.11 -5.08 1.84
C10 1.13 -2.48 -0.09
C11 -0.22 -6.42 3.75
C12 -4.88 2.48 -2.49
C13 -1.16 -2.31 5.14
C14 -0.69 5.50 -1.62
C15 1.16 -1.26 -1.24
C16 3.00 -0.89 0.56
C17 0.75 -5.29 3.93
C18 -0.21 -0.57 3.90
C19 -1.79 6.41 -2.07
C20 -1.17 -1.72 3.76
C21 2.75 -0.87 -1.06
H1 3.01 -2.86 0.90
H2 -0.97 4.98 -0.70
H3 -1.19 -6.15 4.19
H4 -2.18 -1.39 3.52
H5 0.09 -2.85 0.29
H6 -4.93 1.31 -4.32
H7 -0.48 4.78 -2.42
H8 1.17 -1.76 -2.32
H9 4.00 1.07 -1.29
H10 0.11 -7.35 4.21
H11 -0.42 0.26 3.21
H12 1.59 -3.38 -0.71
H13 0.54 8.52 -2.05
H14 -4.91 2.24 -1.42
H15 1.43 6.01 -1.55
H16 1.79 -5.62 3.88
H17 -5.05 0.34 -2.82
H18 -0.34 0.75 -2.35
H19 2.53 0.96 -2.47
H20 -3.43 3.98 -1.93
H21 0.81 -0.91 3.71
H22 0.40 -7.14 1.80
H23 0.55 0.26 5.75
H24 -1.36 -6.83 1.96
H25 -3.81 3.93 -3.69
H26 3.21 -1.19 -4.77
H27 -1.20 0.51 5.51
H28 0.60 -4.76 4.88
H29 5.36 -2.09 -2.02
H30 -0.82 -2.45 3.02
H31 0.55 7.34 -3.39
H32 3.27 -1.88 -1.40
H33 -5.83 2.95 -2.76
H34 0.40 6.86 -0.38

Summary:
Total energy = -68510.9244 eV
Net charge = 0
SMILES string = O=C1NC[C@@H](S)[C@H]1CP(=O)(O)O.O=C1CCCO1.O=C1CCCO1.O=C1CCCO1.O=C1CCCO1
M = 555.539 g mol⁻¹